A structure of composition C31H32Cl5LaN2O4Si2 at a distorted geometry. Source: the Open Molecules 2025 dataset; level of theory: the ωB97M-V functional and the def2-TZVPD basis.

Kohn-Sham gap	7.2	eV
charge	0
highest occupied orbital energy	-7.9	eV

Each line ends with the Löwdin charge.
Geometry (Å):
La 0.369 0.323 -0.255  2.0111
C 1.167 -3.106 -0.316  -0.1242
C 0.121 -3.176 -1.229  -0.1062
C -1.191 -3.050 -0.794  -0.0913
C -1.460 -2.871 0.558  -0.1120
C -0.416 -2.785 1.469  -0.0917
C 0.901 -2.896 1.031  -0.1294
H 2.188 -3.217 -0.658  0.1076
H 0.333 -3.323 -2.280  0.1146
H -2.006 -3.100 -1.505  0.1110
H -2.485 -2.813 0.897  0.0963
H -0.624 -2.649 2.523  0.1140
H 1.710 -2.858 1.747  0.0998
Cl 3.414 -0.688 0.772  0.7605
C 2.711 0.109 2.151  -0.6926
C 1.365 0.424 2.023  -0.3764
C 0.798 1.033 3.133  -0.7173
Cl -0.892 1.416 2.984  0.6878
C 1.495 1.331 4.297  -0.7080
Cl 0.716 2.088 5.630  0.6853
C 2.853 1.009 4.361  -0.7007
Cl 3.757 1.373 5.775  0.6894
C 3.474 0.387 3.276  -0.7044
Cl 5.146 -0.017 3.340  0.6863
C -2.361 2.104 -4.711  -0.1734
Si -1.105 1.291 -3.539  0.4620
C -1.440 -0.577 -3.610  -0.1605
C 0.562 1.693 -4.338  -0.1399
C -1.218 1.759 -1.717  -0.5078
C -2.450 1.209 -1.104  -0.4551
C -3.757 1.537 -1.499  -0.0306
C -4.839 0.992 -0.842  -0.0452
C -4.623 0.126 0.227  -0.0605
C -3.320 -0.159 0.568  -0.1594
N -2.264 0.342 -0.081  -0.0339
Si -1.029 3.590 -1.307  0.4432
C -2.226 4.760 -2.203  -0.1739
C 0.720 4.217 -1.656  -0.1687
C -1.378 3.828 0.542  -0.1862
H -2.207 1.748 -5.734  0.0308
H -2.251 3.190 -4.723  0.0117
H -3.393 1.873 -4.437  0.0198
H -1.434 -0.960 -4.633  0.0373
H -2.419 -0.798 -3.176  0.0323
H -0.682 -1.127 -3.046  -0.0063
H 0.513 1.487 -5.410  0.0406
H 1.367 1.093 -3.930  0.0016
H 0.825 2.744 -4.212  0.0247
H -3.897 2.233 -2.315  0.0951
H -5.849 1.239 -1.145  0.1117
H -5.444 -0.305 0.782  0.1034
H -3.098 -0.807 1.408  0.0952
H -2.086 4.728 -3.285  0.0096
H -2.066 5.792 -1.879  0.0305
H -3.267 4.506 -1.992  0.0241
H 0.892 4.362 -2.724  0.0201
H 1.481 3.531 -1.285  0.0053
H 0.869 5.183 -1.165  0.0356
H -2.195 3.185 0.876  0.0130
H -1.666 4.862 0.745  0.0342
H -0.499 3.605 1.150  0.0059
O 2.274 1.335 -1.220  -0.1803
C 2.419 0.314 -1.939  -0.7051
O 1.594 -0.650 -1.901  -0.2388
C 3.597 0.215 -2.851  -0.1282
C 4.438 1.308 -3.026  0.0180
C 5.506 1.223 -3.906  -0.0374
C 5.744 0.051 -4.603  0.0156
C 4.902 -1.033 -4.406  -0.1250
C 3.824 -0.965 -3.542  0.0778
N 5.147 -2.280 -5.137  -0.3500
O 6.040 -2.281 -5.964  0.0812
O 4.456 -3.243 -4.864  0.0818
H 4.237 2.212 -2.468  0.1287
H 6.152 2.078 -4.052  0.1129
H 6.570 -0.040 -5.293  0.1220
H 3.169 -1.814 -3.416  0.1314

Forces on the atoms, in the same order (eV/Å):
-2.4 -0.9 1.1
0.0 0.0 0.0
0.0 0.0 0.0
0.0 0.0 -0.1
0.0 0.0 0.1
-0.1 0.1 0.0
0.0 -0.1 0.0
0.0 0.1 0.0
0.0 0.0 0.0
0.0 0.0 0.0
0.0 0.0 0.0
0.0 0.0 0.0
0.0 0.1 0.0
0.6 -0.3 0.0
-0.6 0.2 0.1
0.8 0.4 1.4
0.3 -0.3 -0.3
-0.3 0.1 0.2
0.0 0.0 0.0
0.0 0.0 0.0
0.0 0.0 -0.1
0.0 0.0 0.0
0.1 0.0 0.1
0.0 0.0 0.0
0.0 -0.1 0.2
-0.2 0.0 0.1
0.1 0.2 0.0
-0.2 0.0 0.2
0.0 1.0 -0.7
0.1 0.0 0.0
-0.1 0.0 0.0
0.1 0.0 0.0
0.0 0.0 0.0
0.0 0.0 0.1
-0.2 0.1 -0.1
-0.1 -0.1 -0.1
0.1 -0.2 0.0
-0.2 -0.1 0.0
0.1 -0.1 -0.3
0.0 -0.1 0.0
0.0 0.0 0.0
0.0 0.0 0.0
0.0 0.0 0.0
0.0 0.0 0.0
0.0 0.0 0.0
-0.1 0.0 0.0
0.1 0.0 0.0
0.0 0.0 0.0
0.0 0.0 0.0
0.0 0.0 0.0
0.0 0.0 0.0
0.0 0.1 0.0
0.0 0.0 0.0
0.0 0.0 0.0
0.0 0.0 0.0
0.0 0.0 0.0
0.0 0.0 0.0
0.0 0.0 0.0
0.0 0.0 0.1
0.1 0.0 0.0
0.0 0.0 0.1
0.5 0.5 -0.5
0.9 0.1 -0.6
0.8 -0.6 -1.3
0.0 0.0 0.0
0.0 0.0 0.0
0.0 0.1 0.1
0.0 -0.2 -0.1
-0.1 0.4 0.2
0.0 -0.2 -0.1
0.2 -0.4 -0.1
-0.2 0.0 0.1
0.1 0.2 -0.1
0.0 0.0 0.0
0.0 0.0 0.0
0.0 0.0 0.0
0.0 0.0 0.0



A structure of composition C31H32CuFN2O3Te. Source: the Open Molecules 2025 dataset; level of theory: the ωB97M-V functional and the def2-TZVPD basis.

Kohn-Sham gap (spin up / spin down)	7.4 / 7.2	eV
spin multiplicity	2
charge	+1
highest occupied orbital energy (spin up / spin down)	-10.2 / -10.6	eV
⟨S²⟩	0.76

Each line ends with the Mulliken spin population.
Geometry (Å):
Cu 0.934 -0.955 0.264  0.7019
C -2.497 5.080 1.682  0.0001
C -1.052 5.431 1.341  -0.0003
C -0.919 6.645 0.435  0.0000
C -1.512 6.363 -0.939  0.0000
C -0.939 5.097 -1.523  0.0003
C -0.918 4.890 -2.881  -0.0003
C -0.386 3.713 -3.404  0.0006
F -0.383 3.549 -4.737  0.0000
C 0.119 2.730 -2.609  0.0003
C 0.094 2.907 -1.218  0.0041
C 0.560 1.822 -0.356  0.0427
O 0.805 0.703 -0.898  0.0172
C 0.674 2.130 1.021  -0.0375
C 0.173 3.329 1.471  0.0012
N -0.389 4.264 0.701  0.0007
C -0.417 4.092 -0.677  0.0014
C 1.318 1.252 2.083  -0.0108
O 1.434 1.703 3.206  0.0007
O 1.716 0.079 1.702  0.0593
H -3.006 5.949 2.103  0.0000
H -2.530 4.276 2.418  0.0000
H -3.045 4.752 0.796  0.0000
H -0.505 5.614 2.262  0.0000
H 0.138 6.902 0.337  0.0000
H -1.423 7.491 0.902  0.0000
H -1.319 7.198 -1.612  0.0000
H -2.598 6.267 -0.865  0.0000
H -1.299 5.647 -3.558  0.0000
H 0.564 1.836 -3.026  -0.0027
H 0.241 3.533 2.533  -0.0010
C -1.762 0.202 -4.297  -0.0004
N -1.960 -0.515 -3.008  0.0011
C -2.316 0.429 -1.907  -0.0065
C -0.763 -1.376 -2.643  -0.0108
C -1.115 -2.304 -1.512  -0.0355
C -2.136 -3.234 -1.730  0.0183
C -2.591 -4.042 -0.703  -0.0053
C -2.010 -3.917 0.553  -0.0008
C -0.967 -3.021 0.747  -0.1195
C -0.486 -2.186 -0.271  0.2348
H -2.653 0.779 -4.529  0.0000
H -1.572 -0.522 -5.084  -0.0001
H -0.910 0.869 -4.195  0.0001
H -2.738 -1.164 -3.111  -0.0002
H -1.547 1.197 -1.860  0.0030
H -2.352 -0.121 -0.970  0.0011
H -3.285 0.876 -2.123  0.0001
H 0.032 -0.688 -2.365  -0.0026
H -0.487 -1.914 -3.551  -0.0030
H -2.560 -3.366 -2.727  -0.0007
H -3.382 -4.759 -0.877  0.0001
H -2.363 -4.523 1.378  -0.0012
H -0.537 -2.947 1.740  -0.0007
C 2.251 -3.330 2.998  -0.0034
Te 3.112 -2.372 1.296  0.1466
C 3.725 -4.347 0.742  -0.0056
C 3.637 -5.171 2.009  0.0063
C 4.242 -6.425 2.095  0.0035
C 4.138 -7.176 3.254  0.0000
C 3.437 -6.675 4.345  0.0001
C 2.843 -5.426 4.271  0.0024
C 2.937 -4.670 3.104  -0.0039
H 1.183 -3.453 2.846  0.0048
H 2.408 -2.700 3.871  -0.0021
H 4.747 -4.297 0.369  0.0002
H 3.096 -4.752 -0.051  0.0017
H 4.801 -6.805 1.247  -0.0001
H 4.607 -8.152 3.310  0.0000
H 3.357 -7.257 5.254  0.0000
H 2.308 -5.031 5.127  0.0000

Forces on the atoms, in the same order (eV/Å):
0.2 -0.1 0.4
0.0 -0.1 0.0
-0.1 -0.1 -0.1
0.1 -0.1 0.0
0.0 0.0 0.0
-0.1 0.1 0.1
0.0 0.1 -0.1
0.0 0.0 0.0
0.0 0.0 -0.1
0.2 0.0 -0.1
0.1 0.0 0.1
0.0 0.0 0.0
-0.1 0.1 0.0
0.0 0.0 0.0
0.1 0.0 -0.1
0.0 0.0 0.0
0.0 0.0 0.1
0.1 -0.3 0.0
0.0 0.0 -0.1
-0.2 0.3 0.0
0.0 0.0 0.0
0.0 0.0 0.0
0.0 0.0 0.1
0.1 0.0 0.1
0.0 0.0 0.0
0.0 0.0 0.0
0.0 0.0 0.0
0.0 0.0 0.0
0.0 -0.1 0.0
0.0 0.1 0.1
0.0 0.0 0.0
0.0 0.0 0.0
0.1 0.1 0.1
0.0 0.0 0.0
0.2 -0.1 0.1
-0.1 0.1 -0.1
0.0 -0.1 -0.1
0.0 0.0 0.0
0.0 0.0 0.0
0.0 0.0 0.0
0.1 0.0 -0.1
0.0 0.0 0.0
0.0 0.0 0.0
-0.1 -0.1 0.0
-0.1 -0.1 0.0
-0.1 -0.2 0.0
0.0 -0.1 0.0
0.0 0.0 0.0
0.0 0.0 -0.1
-0.1 0.0 -0.1
0.0 0.0 0.1
0.0 0.0 0.0
0.0 0.0 0.0
0.0 -0.1 0.0
0.0 0.0 0.1
0.0 0.0 -0.1
-0.1 -0.1 0.0
0.0 0.0 0.0
0.0 0.1 0.0
0.0 0.0 0.0
0.0 0.0 0.0
0.0 0.0 0.0
0.0 0.0 0.0
-0.1 0.0 0.0
0.0 0.0 0.0
0.0 0.0 0.0
-0.1 0.0 0.0
0.0 0.0 0.0
0.0 0.1 0.0
0.0 0.0 0.0
0.0 0.0 0.0



A structure of composition C31H32CuN3Si. Source: the Open Molecules 2025 dataset; level of theory: the ωB97M-V functional and the def2-TZVPD basis.

Kohn-Sham gap (spin up / spin down)	7.4 / 7.3	eV
spin multiplicity	2
charge	-1
highest occupied orbital energy (spin up / spin down)	-4.4 / -4.4	eV
⟨S²⟩	0.75

Each line ends with the Mulliken spin population.
Geometry (Å):
Cu 0.478 -1.329 -0.440  0.9641
N 0.023 -0.516 1.388  0.0753
C -0.648 -1.276 2.385  -0.0426
C -0.287 -1.087 3.716  0.0173
C -0.853 -1.840 4.729  -0.0033
C -1.799 -2.800 4.403  0.0060
C -2.165 -2.975 3.079  0.0016
C -1.623 -2.220 2.034  0.0218
C -2.089 -2.460 0.630  -0.0977
C -3.405 -2.915 0.471  0.0006
C -3.911 -3.248 -0.773  0.0022
C -3.098 -3.115 -1.889  -0.0012
C -1.813 -2.615 -1.734  -0.1036
C -1.266 -2.265 -0.494  0.2792
H -0.549 0.233 0.924  -0.0304
H 0.844 -0.071 1.784  0.0008
H 0.458 -0.333 3.945  -0.0007
H -0.550 -1.683 5.756  -0.0001
H -2.243 -3.421 5.171  0.0006
H -2.878 -3.752 2.835  -0.0003
H -4.061 -2.982 1.331  -0.0009
H -4.936 -3.588 -0.868  0.0007
H -3.473 -3.367 -2.875  -0.0004
H -1.226 -2.459 -2.634  0.0075
C 1.174 -1.329 -3.538  0.0255
C 0.237 -0.183 -3.272  -0.0226
C -0.260 0.571 -4.316  0.0003
C -1.084 1.656 -3.995  -0.0021
C -1.360 1.948 -2.690  0.0032
C -0.815 1.152 -1.632  -0.0106
N -0.035 0.082 -1.988  0.0406
N -1.006 1.400 -0.341  -0.0021
Si -1.646 2.802 0.365  -0.0013
C -0.748 4.364 -0.192  -0.0001
C -1.405 2.634 2.218  0.0004
C -3.487 3.086 0.067  -0.0001
H 1.063 -1.697 -4.558  0.0018
H 1.003 -2.155 -2.846  0.0127
H 2.207 -1.011 -3.386  0.0001
H -0.016 0.320 -5.339  0.0003
H -1.510 2.266 -4.784  0.0001
H -2.006 2.776 -2.431  0.0004
H 0.312 4.154 -0.352  0.0000
H -0.827 5.161 0.553  0.0000
H -1.154 4.747 -1.131  -0.0001
H -0.340 2.651 2.467  -0.0003
H -1.813 1.687 2.582  0.0002
H -1.893 3.444 2.763  0.0002
H -3.667 3.576 -0.893  0.0001
H -3.909 3.725 0.848  0.0000
H -4.038 2.144 0.069  0.0000
C 4.492 2.426 0.717  0.0014
C 3.108 2.440 0.424  -0.0032
C 2.470 1.281 0.084  0.0079
C 3.164 0.037 0.020  -0.0814
C 2.464 -1.163 -0.323  0.1025
C 3.228 -2.303 -0.437  -0.1845
C 4.626 -2.316 -0.197  -0.0012
C 5.279 -1.174 0.166  -0.0070
C 4.557 0.042 0.282  0.0092
C 5.195 1.259 0.640  0.0000
H 4.995 3.346 0.992  0.0002
H 2.556 3.371 0.460  -0.0002
H 1.414 1.291 -0.167  0.0041
H 2.759 -3.248 -0.700  0.0099
H 5.178 -3.245 -0.296  -0.0015
H 6.345 -1.176 0.365  0.0004
H 6.260 1.245 0.847  0.0003

Forces on the atoms, in the same order (eV/Å):
0.1 -0.1 -0.3
0.0 0.1 0.7
0.2 0.1 -0.3
0.0 -0.1 0.0
0.0 0.0 0.0
0.0 0.0 0.0
0.0 0.0 0.0
-0.1 0.0 0.0
0.0 0.0 0.1
0.0 0.0 0.0
0.0 0.0 0.0
0.0 0.0 0.1
-0.1 0.0 0.0
0.0 0.1 0.0
0.0 -0.1 -0.2
0.0 0.0 0.0
0.0 0.0 0.0
0.0 0.0 0.0
0.0 0.0 0.0
0.0 0.0 0.0
0.0 0.0 0.0
0.0 0.0 0.0
0.0 0.0 0.0
0.0 0.0 0.0
0.0 0.0 0.0
0.0 0.0 0.1
0.0 0.0 0.0
0.0 0.0 -0.1
0.0 0.0 0.0
0.0 0.0 0.1
0.0 -0.2 0.1
0.0 -0.1 -0.2
0.0 0.0 0.0
0.0 0.1 0.0
0.1 -0.1 0.1
-0.1 0.1 0.0
0.0 0.0 0.0
0.0 0.0 0.0
0.0 0.0 0.0
0.0 0.0 0.0
0.0 0.0 0.0
0.0 0.0 0.0
0.0 0.0 0.0
0.0 0.0 0.0
0.0 0.0 0.0
0.0 0.0 0.0
0.0 0.0 0.0
0.0 0.0 0.0
0.0 0.0 0.0
0.0 0.0 0.0
0.0 0.0 0.0
-0.1 0.0 0.0
0.1 0.0 0.0
0.0 -0.1 0.0
-0.1 0.1 -0.1
-0.1 0.0 0.0
0.2 0.0 0.1
-0.1 0.0 0.0
0.0 0.0 0.0
0.1 0.0 0.0
0.0 -0.1 0.0
0.0 0.0 0.0
0.0 0.0 0.0
0.0 0.0 0.1
0.0 0.0 0.0
0.0 0.0 0.0
0.0 0.0 0.0
0.0 0.0 0.0



Energy relative to the best compared isomer or geometry (same formula, charge and spin), record by record: 12.8 0.4 4.0 kcal per mole